130
Properties=species:S:1:pos:R:3:forces:R:3 method="wB97M-V/def2-TZVPD" energy_ha=-7202.59696 mol_weight_g_mol=1165.9 e_above_lowest_kcal_mol=5.2 gap_ev=7.90 charge=+1 largest_force_ev_per_a=1.28
C -4.387120 -5.479526 -0.883624 0.2 0.0 -0.1
C -5.000703 -4.132873 -1.272667 0.0 0.1 0.0
C -3.986363 -3.173797 -1.919267 -0.2 -0.2 -0.2
C -4.268593 -1.656964 -1.777504 -0.5 0.0 0.2
C -3.304087 -0.507313 -1.347421 0.0 0.3 -0.5
N -2.014690 -0.626564 -0.535993 0.1 0.2 0.1
C -1.115460 -1.776850 -1.044501 0.4 -0.2 0.4
C -1.148526 -2.411421 -2.468165 0.4 -0.3 -0.2
C -1.901324 -1.955689 -3.727729 -0.1 -0.2 -0.2
C -1.212747 0.681978 -0.799442 0.0 -0.2 -0.6
Br -0.479305 0.668076 -2.601164 0.2 0.2 0.0
C -0.088715 1.037786 0.251748 0.2 0.0 -0.2
C -0.399043 2.279127 1.110423 -0.1 0.1 0.3
C -0.757875 3.671747 0.530953 0.2 0.2 0.2
C -1.192507 3.825013 -0.927541 0.0 0.1 -0.2
S -0.914193 5.524951 -1.510227 -0.2 0.3 0.2
O 1.128565 1.148085 -0.428863 -0.1 -0.1 0.1
C 1.847450 2.364197 -0.637667 0.2 0.2 -0.4
C 2.843604 2.732070 0.445525 0.2 0.0 0.0
N 0.124144 -0.107318 1.148246 0.2 -0.3 -0.3
C 1.474262 -0.201525 1.687025 0.5 0.1 0.5
C 2.509042 -1.043204 0.880879 0.0 0.0 0.0
N 2.012917 -1.673157 -0.349691 0.0 0.0 0.2
C -0.892252 -0.809392 1.790210 -0.1 0.3 0.2
S -0.994244 -0.193809 3.550249 0.3 -0.1 0.2
I -0.218736 -2.994460 2.060444 0.3 0.2 0.1
C -2.305789 -0.730289 1.051816 -0.2 0.3 0.1
C -3.105480 -2.002528 1.295554 -0.4 -0.4 -0.5
C -3.286665 -2.550521 2.699085 -0.8 -1.0 0.2
N -4.008106 -3.597741 2.811775 0.6 0.9 -0.4
C -3.214898 0.489991 1.655372 0.2 0.3 -0.1
Cl -3.391947 2.004207 0.666955 -0.5 0.0 0.0
C -4.671319 0.371721 2.218929 -0.1 0.7 0.3
C -5.847025 -0.172793 1.433368 -0.1 -0.1 0.0
Cl -4.713159 -0.254525 3.893800 0.0 -0.1 0.2
H -3.347934 -5.371161 -0.553112 -0.1 0.0 0.0
H -4.928218 -5.942260 -0.061694 -0.1 -0.1 0.0
H -4.389343 -6.170020 -1.732751 0.1 0.1 0.1
H -5.482346 -3.667588 -0.409661 0.1 0.0 0.1
H -5.775810 -4.342633 -2.013506 -0.2 0.2 0.2
H -4.019857 -3.377279 -2.994061 0.1 -0.2 0.3
H -2.993141 -3.470050 -1.613308 -0.1 0.1 0.4
H -5.179077 -1.553323 -1.181952 0.1 0.0 0.2
H -4.574266 -1.317684 -2.774493 0.0 0.1 0.2
H -3.875290 0.266716 -0.844397 -0.1 -0.2 0.0
H -2.972556 -0.024237 -2.268170 0.1 -0.2 0.2
H -1.217063 -2.590678 -0.337580 -0.3 0.1 -0.1
H -0.101633 -1.417458 -0.854618 -0.1 0.0 -0.1
H -1.441040 -3.457250 -2.332455 0.3 0.2 0.0
H -0.081041 -2.466312 -2.717500 -0.2 0.2 0.0
H -1.341683 -2.325268 -4.591293 0.0 0.1 0.1
H -2.011759 -0.888975 -3.850166 0.1 0.1 -0.1
H -2.893583 -2.404125 -3.791871 0.4 0.2 -0.1
H -1.918224 1.483307 -0.926816 0.0 -0.2 0.4
H -1.168013 1.991414 1.829113 0.1 0.0 -0.2
H 0.499061 2.391351 1.723755 -0.2 0.0 0.0
H -1.555033 4.092112 1.152770 0.1 0.0 0.0
H 0.098855 4.334289 0.687804 -0.1 -0.1 -0.1
H -2.256575 3.636885 -1.062861 0.0 -0.1 0.0
H -0.648173 3.177326 -1.605328 0.0 -0.1 0.0
H -0.124904 5.279366 -2.551617 0.1 -0.2 -0.2
H 2.408886 2.179575 -1.560633 -0.1 -0.1 0.1
H 1.202315 3.205509 -0.880634 -0.2 -0.1 0.2
H 3.699815 2.054499 0.449642 -0.1 0.0 0.0
H 2.429213 2.744674 1.450321 -0.1 0.1 0.0
H 3.211292 3.735674 0.226528 0.1 0.0 0.0
H 1.873761 0.807381 1.804076 -0.1 -0.2 -0.1
H 1.425759 -0.572484 2.713864 -0.2 -0.1 -0.2
H 2.921774 -1.800697 1.554104 0.0 0.1 0.0
H 3.334665 -0.375425 0.623056 -0.1 -0.1 0.0
H 2.726427 -1.637151 -1.060854 0.1 0.1 -0.2
H 1.853553 -2.655423 -0.179536 -0.1 -0.2 0.0
H -1.199591 -1.354456 4.168405 0.1 -0.1 0.2
H -2.690025 -2.834461 0.736226 0.1 0.0 -0.1
H -4.098419 -1.870446 0.881405 -0.2 0.1 0.0
H -2.843473 -2.039347 3.546167 0.0 -0.1 -0.1
H -4.089178 -3.896608 3.779180 0.0 0.0 0.1
H -2.653545 0.862057 2.516218 -0.3 -0.2 -0.3
H -4.888663 1.433150 2.408382 0.1 -0.5 -0.1
H -5.955145 -1.256980 1.499343 0.2 0.1 -0.1
H -6.759789 0.254699 1.855960 0.1 0.0 0.0
H -5.790552 0.155630 0.396873 0.0 -0.1 -0.1
C 5.990729 -10.213938 0.192102 0.0 0.0 0.0
C 5.765499 -10.972307 1.335184 0.0 0.0 0.0
C 4.617653 -10.779388 2.084466 0.1 0.0 0.0
C 3.691278 -9.820661 1.696295 -0.1 0.0 0.0
C 3.923788 -9.049035 0.554289 -0.1 0.0 0.0
C 5.073274 -9.253859 -0.198019 0.0 0.0 0.0
C 2.964886 -7.992649 0.128481 0.0 -0.1 0.1
O 3.152641 -7.317623 -0.860692 0.0 0.0 0.0
C 1.752333 -7.781563 0.976496 0.1 0.0 0.0
C 0.859494 -6.778297 0.624897 -0.1 0.1 0.0
C -0.273144 -6.564593 1.388909 -0.1 0.0 0.0
C -0.526991 -7.352824 2.507139 0.0 0.0 0.0
C 0.359115 -8.356103 2.859469 0.0 0.1 0.0
C 1.502613 -8.569637 2.098896 0.1 0.0 0.0
C 2.456760 -9.644856 2.514283 0.0 0.1 -0.1
O 2.228124 -10.337372 3.479095 0.0 0.0 0.1
H 6.885444 -10.372664 -0.393937 0.0 0.0 0.0
H 6.487646 -11.716884 1.640480 0.0 0.0 0.0
H 4.423702 -11.363811 2.972310 0.0 0.0 0.0
H 5.233163 -8.654094 -1.082406 0.0 0.0 0.0
H 1.070975 -6.177859 -0.249388 0.0 0.0 0.0
H -0.968786 -5.784212 1.110312 -0.1 0.0 0.0
H -1.415106 -7.182612 3.100997 0.0 0.0 0.0
H 0.183935 -8.982473 3.722452 0.0 0.0 0.0
C 6.246497 11.868656 -0.692244 0.0 0.0 0.0
C 6.210205 10.870005 0.274288 0.0 0.0 0.0
C 5.109900 10.036268 0.371934 0.1 0.0 0.0
C 4.035662 10.202297 -0.493040 -0.1 0.0 0.0
C 4.066988 11.214285 -1.455330 -0.1 0.0 0.0
C 5.178150 12.041203 -1.555108 0.1 0.0 0.0
C 2.918305 11.440139 -2.381232 0.0 -0.1 0.1
O 2.947603 12.307581 -3.224230 0.0 0.1 0.0
C 1.724850 10.555013 -2.225007 0.1 0.0 0.0
C 0.620320 10.768263 -3.039637 -0.1 0.0 0.0
C -0.491008 9.952728 -2.919344 0.0 0.0 0.0
C -0.502441 8.918235 -1.989094 0.0 0.1 0.0
C 0.591796 8.705184 -1.168321 -0.1 0.1 -0.1
C 1.707308 9.525037 -1.284224 0.1 0.0 0.1
C 2.868631 9.281851 -0.377735 0.0 0.1 -0.1
O 2.860630 8.366302 0.418136 0.0 0.0 0.0
H 7.109882 12.515094 -0.769445 0.0 0.0 0.0
H 7.043326 10.743594 0.952019 0.0 0.0 0.0
H 5.066022 9.252491 1.114339 0.0 0.0 0.0
H 5.186839 12.814127 -2.310083 0.0 0.0 0.0
H 0.650082 11.574444 -3.758495 0.0 0.0 0.0
H -1.352013 10.120498 -3.551943 0.0 0.0 0.0
H -1.374040 8.284460 -1.902755 0.0 0.0 0.0
H 0.597939 7.909035 -0.438768 0.0 0.0 0.0